# C53H91NO3S2

4 unconnected molecules or ions with the total composition C53H91NO3S2 in a non-equilibrium geometry (the ωB97M-V functional and the def2-TZVPD basis, the Open Molecules 2025 dataset).

Output
net charge: 0
energy relative to the best compared isomer or geometry (same formula, charge and spin): 205.3 kcal/mol
highest occupied orbital energy: -8.538 eV
energy: -85727.2857 eV
LUMO energy: -1.281 eV
molecular weight: 854.449 g/mol

Geometry (Å):
C  -7.715  -0.605  -6.962
C  -7.623  -2.225  -6.957
C  -8.499  -2.936  -5.813
C  -7.647  -3.281  -4.465
C  -7.018  -1.892  -3.966
C  -6.435  -1.911  -2.469
C  -5.718  -0.502  -2.112
C  -5.916  0.654  -3.206
C  -5.195  2.058  -2.810
C  -3.896  2.306  -3.774
C  -2.675  1.552  -3.064
C  -2.186  0.178  -3.675
C  -2.863  -0.433  -5.013
C  -1.935  -1.500  -5.765
C  -2.467  -1.893  -7.245
O  -3.223  -0.832  -7.885
C  -1.016  -0.608  -2.968
C  -0.395  0.027  -1.674
C  -0.860  1.412  -1.102
C  -2.032  2.199  -1.814
C  -2.430  3.588  -1.164
O  -3.503  4.228  -1.419
C  -1.480  4.287  -0.061
C  -1.704  5.801  0.308
C  -0.778  6.439  1.408
C  0.348  5.616  2.142
C  1.286  6.254  3.287
C  1.263  5.255  4.556
C  2.196  5.731  5.786
S  1.091  6.187  7.243
C  1.052  4.602  8.258
S  0.457  3.206  7.556
N  1.552  4.679  9.654
C  0.926  5.909  10.240
C  0.940  5.710  11.865
C  3.045  4.772  9.582
C  3.620  3.258  9.776
C  0.505  4.132  1.714
C  -0.362  3.450  0.626
C  -0.125  1.920  0.210
O  0.609  1.232  0.965
H  -7.858  -0.150  -7.996
H  -6.725  -0.236  -6.485
H  -8.532  -0.291  -6.207
H  -6.520  -2.563  -6.922
H  -8.039  -2.559  -7.985
H  -8.947  -3.890  -6.273
H  -9.390  -2.253  -5.532
H  -8.366  -3.764  -3.715
H  -6.860  -4.071  -4.758
H  -6.138  -1.662  -4.683
H  -7.859  -1.103  -4.065
H  -7.317  -2.067  -1.755
H  -5.678  -2.773  -2.379
H  -4.611  -0.708  -1.880
H  -6.225  -0.119  -1.144
H  -5.495  0.382  -4.249
H  -7.046  0.891  -3.271
H  -4.758  1.897  -1.761
H  -5.916  2.945  -2.816
H  -3.618  3.419  -3.815
H  -4.138  1.935  -4.824
H  -3.868  -0.902  -4.736
H  -2.966  0.469  -5.728
H  -1.787  -2.487  -5.210
H  -0.904  -1.006  -5.931
H  -3.175  -2.803  -7.174
H  -1.576  -2.128  -7.948
H  -3.263  -0.950  -8.858
H  -0.668  -1.623  -3.378
H  0.441  -0.557  -1.136
H  -2.527  6.407  -0.218
H  -0.871  7.533  1.738
H  2.331  6.457  2.876
H  0.777  7.227  3.640
H  0.186  5.197  4.932
H  1.566  4.200  4.239
H  2.867  4.839  6.087
H  2.818  6.636  5.446
H  1.530  6.875  10.045
H  -0.159  5.977  9.884
H  0.817  4.604  12.120
H  0.108  6.383  12.266
H  1.985  6.057  12.214
H  3.448  5.155  8.581
H  3.428  5.475  10.395
H  4.763  3.262  9.702
H  3.236  2.852  10.779
H  3.246  2.630  8.880
H  1.299  3.474  2.228
C  3.520  -5.196  1.585
C  2.614  -4.371  2.488
C  1.693  -3.423  1.718
C  2.404  -2.347  0.892
C  3.343  -1.432  1.681
C  2.629  -0.613  2.746
H  4.201  -4.565  1.009
H  4.129  -5.878  2.184
H  2.931  -5.796  0.885
H  3.222  -3.813  3.207
H  1.993  -5.055  3.076
H  1.009  -2.945  2.427
H  1.060  -4.013  1.044
H  1.643  -1.731  0.399
H  2.973  -2.821  0.085
H  3.827  -0.744  0.979
H  4.148  -2.015  2.141
H  1.850  0.010  2.302
H  3.340  0.047  3.253
H  2.170  -1.250  3.506
C  3.829  -6.013  -7.831
C  3.319  -5.634  -9.214
C  2.774  -4.207  -9.288
C  1.560  -3.923  -8.399
C  0.346  -4.823  -8.643
C  -0.233  -4.687  -10.044
H  3.032  -5.987  -7.084
H  4.237  -7.027  -7.844
H  4.624  -5.333  -7.509
H  2.557  -6.352  -9.533
H  4.145  -5.727  -9.927
H  2.523  -3.980  -10.330
H  3.572  -3.507  -9.014
H  1.260  -2.878  -8.546
H  1.850  -4.004  -7.346
H  -0.432  -4.559  -7.918
H  0.601  -5.870  -8.449
H  -0.535  -3.655  -10.243
H  -1.116  -5.324  -10.151
H  0.486  -4.989  -10.809
C  4.011  -2.070  7.317
C  3.986  -0.605  6.904
C  5.010  -0.264  5.821
C  6.475  -0.469  6.216
C  6.934  0.308  7.453
C  6.847  1.818  7.282
H  4.972  -2.351  7.754
H  3.238  -2.264  8.065
H  3.820  -2.720  6.458
H  4.135  0.027  7.785
H  2.987  -0.368  6.523
H  4.859  0.776  5.510
H  4.804  -0.874  4.934
H  7.106  -0.184  5.366
H  6.663  -1.535  6.383
H  7.975  0.041  7.663
H  6.357  0.003  8.332
H  7.452  2.150  6.434
H  7.218  2.321  8.179
H  5.817  2.148  7.121